# 1
One molecule with the formula C4H3N3 in a non-equilibrium geometry. Source: the OMol25 dataset; level of theory: the ωB97M-V functional and the def2-TZVPD basis.

XYZ file:
```
10
Properties=species:S:1:pos:R:3:forces:R:3:nbo_charge:R:1
C 0.94918 1.57373 0.00937 0.84 0.02 -0.07 0.191
C 0.91585 -1.59459 -0.00733 0.62 0.03 0.04 0.191
C -0.40325 1.27056 0.03262 -0.92 -1.74 0.00 -0.206
C -0.43506 -1.27797 -0.03714 -0.79 1.77 0.04 -0.207
N 2.05416 1.90042 -0.03090 0.07 0.00 0.03 -0.264
N 2.02404 -1.90516 0.03186 0.22 -0.07 -0.02 -0.264
N -0.90393 0.00198 -0.00012 0.08 0.07 -0.03 -0.338
H -1.11492 2.07449 0.07134 -0.19 -0.09 -0.01 0.236
H -1.16418 -2.06534 -0.06611 -0.19 0.06 -0.01 0.236
H -1.92189 0.02188 -0.00359 0.25 -0.05 0.01 0.424
```
Forces are in eV/Å.

Its LUMO energy is -0.033 Ha. As for the HOMO-LUMO gap: 7.563 eV. As for the energy above the lowest of the compared OMol25 structures with the same formula, charge and spin: 221.6 kJ/mol.



# 2
One molecule with the formula C4H3N3O in a non-equilibrium geometry. Source: the OMol25 dataset; level of theory: the ωB97M-V functional and the def2-TZVPD basis.

XYZ file:
```
11
Properties=species:S:1:pos:R:3:forces:R:3:nbo_charge:R:1
C 1.60294 -0.52649 -0.62621 1.87 -0.19 -1.86 -0.120
C 0.28466 0.76983 0.27182 2.12 0.23 1.58 0.472
C -1.80994 0.65645 0.71926 1.60 0.39 1.35 0.190
C 0.20881 -0.22106 -0.72294 -5.84 -4.89 1.34 0.045
H 2.10726 -0.51810 -1.64472 0.18 0.99 1.40 0.207
H 1.88602 -1.46797 -0.20358 -0.21 -0.62 0.49 0.216
H -2.60967 0.98178 1.55886 1.11 -1.01 -3.05 0.238
N -0.55402 1.33150 1.14398 -0.98 -3.55 -3.50 -0.408
N -1.93452 -0.38577 -0.17797 -1.24 0.14 2.91 -0.304
N -0.92205 -1.14898 -0.69115 2.80 6.98 -0.21 -0.069
O 1.74051 0.52881 0.37265 -1.41 1.53 -0.44 -0.466
```
Forces are in eV/Å.

Its LUMO energy is -0.043 Ha. As for the HOMO-LUMO gap: 8.600 eV. As for the SMILES: c1nnc2c(n1)OC2. As for the energy above the lowest of the compared OMol25 structures with the same formula, charge and spin: 477.6 kJ/mol.



# 3
One molecule with the formula C4H3N3O in a non-equilibrium geometry. Source: the OMol25 dataset; level of theory: the ωB97M-V functional and the def2-TZVPD basis.

XYZ file:
```
11
Properties=species:S:1:pos:R:3:forces:R:3:nbo_charge:R:1
C 1.30891 0.35140 0.05591 -0.92 0.48 1.09 0.619
C -0.74130 -0.07868 0.04358 -0.51 -0.58 -0.94 -0.038
C -0.23132 -0.86458 -0.94796 -0.57 -0.38 -0.84 -0.066
C -2.12541 -0.10423 0.34402 -1.96 -0.27 1.25 0.269
H 3.17933 0.45505 -0.04051 0.31 0.21 0.09 0.478
H -0.78672 -1.42615 -1.74464 1.07 0.43 1.13 0.246
H 1.91142 -1.05815 -1.39660 -1.30 0.50 0.33 0.424
N 0.20055 0.66815 0.67453 0.74 0.19 -0.15 -0.450
N 1.12380 -0.59056 -0.90804 1.59 -0.30 -0.79 -0.560
N -3.22693 -0.27005 0.67758 1.45 0.42 -0.69 -0.299
O 2.46860 0.94414 0.38751 0.10 -0.69 -0.48 -0.622
```
Forces are in eV/Å.

Its LUMO energy is -0.003 Ha. As for the HOMO-LUMO gap: 9.014 eV. As for the SMILES: N#Cc1c[nH]c(O)n1. As for the energy above the lowest of the compared OMol25 structures with the same formula, charge and spin: 0.0 kJ/mol.



# 4
One molecule with the formula C4H3N3O in a non-equilibrium geometry. Source: the OMol25 dataset; level of theory: the ωB97M-V functional and the def2-TZVPD basis.

XYZ file:
```
11
Properties=species:S:1:pos:R:3:forces:R:3:nbo_charge:R:1
C 1.15923 -0.84425 0.53137 4.85 -0.75 0.23 0.526
C -0.12048 -0.79428 1.15493 -1.53 -0.20 1.47 0.035
C -0.95289 1.04685 -0.02240 -1.61 0.17 -0.15 -0.011
C -0.27392 0.89729 -1.23271 -0.79 0.98 1.34 -0.112
H -0.27661 -1.57767 1.89775 -0.10 0.01 -0.05 0.218
H -1.77569 1.87025 0.13708 1.97 -1.53 -0.60 0.228
H -0.44467 1.61215 -2.09588 0.29 -0.94 1.34 0.237
N -1.06447 0.04951 0.97909 0.54 1.19 -1.30 -0.367
N 0.43062 -0.22034 -1.57468 0.46 -0.87 -1.24 -0.131
N 1.06537 -1.07044 -0.89442 -0.83 1.33 0.54 -0.144
O 2.25351 -0.96907 1.11988 -3.25 0.61 -1.58 -0.479
```
Forces are in eV/Å.

Its LUMO energy is -0.040 Ha. As for the HOMO-LUMO gap: 8.497 eV. As for the SMILES: O=c1cnccnn1. As for the energy above the lowest of the compared OMol25 structures with the same formula, charge and spin: 284.4 kJ/mol.



# 5
One molecule with the formula C4H3N3O in a non-equilibrium geometry. Source: the OMol25 dataset; level of theory: the ωB97M-V functional and the def2-TZVPD basis.

XYZ file:
```
11
Properties=species:S:1:pos:R:3:forces:R:3:nbo_charge:R:1
C -0.24503 -0.24009 -1.75796 -1.51 2.56 0.30 0.179
C -0.80709 0.79544 0.03857 2.08 -2.87 -5.72 0.405
C 0.42782 -0.06716 1.69775 4.16 -0.63 -1.46 -0.033
C 0.33936 0.15983 0.29181 3.08 -2.76 1.16 -0.068
H 0.03644 -0.44137 -2.82614 -1.10 0.06 1.19 0.211
H 1.25779 -0.49239 2.34106 -1.35 0.51 -0.96 0.233
H 1.30034 -1.50993 -1.04114 -1.94 4.64 1.53 0.440
N -1.27898 0.56621 -1.25312 2.34 -0.91 -0.55 -0.475
N -0.46876 0.65017 2.19014 -2.89 0.95 2.27 -0.106
N 0.71100 -0.46300 -0.82241 2.97 -5.81 -3.83 -0.513
O -1.27288 1.04230 1.14146 -5.83 4.26 6.07 -0.274
```
Forces are in eV/Å.

Its LUMO energy is 0.011 Ha. As for the HOMO-LUMO gap: 9.296 eV. As for the SMILES: c1nc2oncc2[nH]1. As for the energy above the lowest of the compared OMol25 structures with the same formula, charge and spin: 363.6 kJ/mol.



# 6
One molecule with the formula C4H3N3O in a non-equilibrium geometry. Source: the OMol25 dataset; level of theory: the ωB97M-V functional and the def2-TZVPD basis.

XYZ file:
```
11
Properties=species:S:1:pos:R:3:forces:R:3:nbo_charge:R:1
C 0.13203 -0.54047 0.54024 -2.21 5.55 -3.46 0.293
C -0.87037 0.15709 1.18219 -0.08 0.13 -0.76 -0.188
C 0.30215 0.14207 -0.75256 -3.79 2.25 0.71 -0.158
C 1.37738 0.10707 -1.64623 4.75 -3.93 -2.05 0.254
H 1.25808 -1.92507 0.02985 -0.81 1.58 3.47 0.512
H -1.01797 0.22123 2.28307 -0.61 -0.10 -1.32 0.243
H -2.28348 1.60160 0.36029 2.24 -1.35 -0.80 0.420
N -1.41008 0.99450 0.17279 -1.59 1.16 2.65 -0.294
N -0.74925 1.06539 -0.95072 1.92 -2.06 0.97 -0.152
N 2.36049 -0.38294 -2.14739 -4.15 2.67 1.90 -0.309
O 0.90103 -1.44048 0.92848 4.34 -5.90 -1.30 -0.620
```
Forces are in eV/Å.

Its LUMO energy is 0.021 Ha. As for the HOMO-LUMO gap: 9.762 eV. As for the SMILES: N#Cc1n[nH]cc1O. As for the energy above the lowest of the compared OMol25 structures with the same formula, charge and spin: 202.2 kJ/mol.